Record 1
Entry from the OMol25 dataset: a structure of composition C28H38Ba2F16N2O10S2 (wB97M-V/def2-TZVPD).

Element x y z (Å)
Ba -12.4079 3.6454 4.0494
Ba -14.0959 7.0260 5.3887
O -15.4836 6.6334 7.5572
C -15.3275 5.3355 8.0348
C -14.1457 4.4963 7.5871
O -13.8193 4.2935 6.1676
H -16.2999 4.8216 7.9167
H -15.2532 5.3631 9.1399
H -14.2435 3.5051 8.0302
H -13.1936 4.9165 7.9513
O -7.7018 3.5098 6.3744
S -9.0878 3.6076 6.5450
O -9.9456 3.4642 5.3709
O -9.5315 2.5809 7.6416
C -10.5390 1.5541 7.4007
C -9.9438 0.2781 6.8959
C -9.4611 5.1170 7.3671
H -11.3389 1.9418 6.7646
H -11.0062 1.3772 8.3719
H -9.1004 -0.0622 7.4934
H -9.5622 0.3564 5.8731
H -10.7177 -0.4937 6.9121
H -10.5171 5.1627 7.6304
H -9.0763 5.9215 6.7487
H -8.9126 5.0632 8.3091
O -14.5344 -1.4347 9.8129
S -14.0916 -0.1078 10.0701
O -14.5768 0.6707 11.1532
O -12.5079 -0.1208 10.1921
C -11.7811 -1.2793 9.7124
C -10.3466 -1.1498 10.1758
C -14.2667 0.8354 8.5945
H -11.8786 -1.3475 8.6192
H -12.2257 -2.2020 10.0836
H -9.9646 -0.1431 9.9734
H -9.6916 -1.8421 9.6523
H -10.2947 -1.3132 11.2502
H -15.2053 1.3900 8.5841
H -14.2132 0.1695 7.7373
H -13.4853 1.5959 8.5563
N -19.7713 7.3321 9.2654
C -20.8223 8.0081 9.7161
C -21.0984 8.1987 11.0587
C -20.2269 7.6331 11.9803
C -19.0897 6.9863 11.5200
C -18.9075 6.8486 10.1490
H -21.4594 8.4882 8.9789
H -21.9373 8.7879 11.4003
H -20.3816 7.7825 13.0430
H -18.3041 6.6693 12.1923
H -17.9729 6.4302 9.7856
N -12.2638 8.2734 7.1242
C -10.9960 8.5748 6.8567
C -10.1511 9.1830 7.7404
C -10.6358 9.4033 9.0346
C -11.9521 9.1288 9.3354
C -12.7484 8.6099 8.3303
H -10.6526 8.3590 5.8449
H -9.1065 9.3765 7.5490
H -9.9743 9.8096 9.7916
H -12.3892 9.4181 10.2798
H -13.7697 8.3125 8.5659
C -13.7267 3.9193 11.5455
C -14.6841 4.2044 12.6626
C -16.1210 4.3335 12.1445
F -16.2193 5.4759 11.4034
F -16.4344 3.2732 11.3535
F -14.6407 3.2709 13.6209
F -14.3719 5.4216 13.2120
O -12.4219 3.7111 12.0995
C -11.3995 4.1672 11.3881
C -10.1314 4.0393 12.2539
F -9.1146 4.6731 11.6053
F -10.3402 4.6624 13.4143
F -11.2872 3.4594 10.2185
F -11.5691 5.4590 11.0129
H -13.7316 4.7336 10.8254
H -14.0468 2.9903 11.0645
H -16.8336 4.4068 12.9689
H -9.8782 2.9899 12.4175
C -19.0996 3.4390 8.5990
C -18.9859 2.0148 8.1080
C -19.0943 0.9178 9.1475
F -18.0483 1.0071 9.9913
F -20.2398 0.9955 9.8292
F -19.9580 1.7596 7.1760
F -17.7906 1.8804 7.4744
O -20.0689 3.7059 9.6197
C -21.3475 3.9100 9.1787
C -22.1496 4.4217 10.3693
F -23.4731 4.3207 10.0836
F -21.8746 3.6574 11.4461
F -21.3512 4.8378 8.1991
F -21.9124 2.8005 8.6753
H -19.1079 4.1705 7.7888
H -18.2064 3.7021 9.1776
H -19.0898 -0.0361 8.5997
H -21.8782 5.4534 10.6080

Atomic forces in eV per Å
-0.13 -0.55 2.25
-1.61 -0.11 2.96
1.95 0.26 -2.24
-1.32 0.46 0.37
1.42 -0.30 -0.56
0.44 0.76 -2.23
0.35 -0.44 -0.42
0.40 -0.11 -0.11
-0.11 0.01 0.07
-0.34 0.17 0.56
1.05 -0.08 -0.54
-0.55 0.09 1.28
-1.16 0.05 -0.73
-0.47 -0.10 -0.47
-0.28 -0.18 0.66
0.30 -0.31 -0.68
0.08 -0.38 0.36
0.16 0.16 -0.14
0.20 0.25 0.09
-0.13 0.09 0.25
-0.13 0.09 0.02
0.11 0.02 -0.02
-0.07 0.14 -0.31
-0.16 0.17 0.02
0.13 0.11 -0.08
-0.22 -0.19 0.08
0.13 -0.01 -0.21
0.03 0.15 0.21
0.20 -0.13 0.20
0.13 -0.57 -0.37
-0.12 0.56 -0.05
-0.08 0.66 -0.49
0.10 0.26 0.14
-0.13 0.20 0.21
-0.06 -0.06 0.04
-0.10 -0.23 0.08
0.13 -0.06 -0.01
-0.23 -0.39 0.16
0.04 -0.03 -0.02
0.15 -0.21 0.10
0.24 -0.01 -0.52
-0.25 0.32 -0.05
0.23 -0.33 0.38
0.19 0.28 0.14
0.05 0.03 -0.07
0.01 0.39 0.53
0.02 -0.24 -0.11
-0.10 -0.03 -0.16
-0.02 -0.08 -0.05
-0.16 -0.16 0.09
-0.21 -0.17 -0.22
-0.81 -0.04 -0.07
0.32 0.16 -0.98
0.22 -0.30 1.40
0.47 0.31 -0.08
-0.14 0.59 -0.37
-0.15 -0.88 0.43
0.02 -0.05 0.08
-0.05 0.09 -0.39
-0.06 0.02 -0.06
0.04 -0.28 0.12
-0.03 0.14 -0.36
0.25 -0.97 -0.41
-0.07 0.93 -0.19
-0.42 0.03 0.26
0.12 -0.31 -0.14
0.10 0.34 0.09
0.02 -0.06 0.04
-0.04 -0.39 0.19
-0.56 0.08 0.38
-0.08 0.08 0.43
0.10 -0.03 -0.54
-0.07 -0.22 -0.03
-0.01 0.08 0.15
0.41 0.03 -0.31
0.12 0.20 -0.24
-0.06 0.13 0.11
0.07 0.09 0.03
0.03 -0.14 -0.02
0.07 0.05 0.04
1.07 1.15 1.45
-1.25 0.54 -0.29
-0.10 -0.84 -0.61
0.20 0.02 0.24
-0.08 0.07 0.27
0.44 -0.02 0.13
0.34 0.01 -0.11
-0.36 -0.44 -1.02
0.21 0.01 0.29
-0.33 0.17 0.28
0.43 0.16 0.11
-0.16 -0.16 0.05
-0.26 0.11 -0.26
0.06 0.00 -0.07
-0.48 -0.27 -0.21
0.30 -0.51 -0.40
0.25 0.00 0.31
-0.15 0.03 -0.14

Calculated values
Orbital gap ... 4.54 eV
Lowest unoccupied orbital energy ... -8.09 eV
Charge ... +2


Record 2
Entry from the OMol25 dataset: a structure of composition C25H43NO2RuS4Sb (wB97M-V/def2-TZVPD).

Element x y z (Å)
Ru -0.2470 -0.2823 0.2648
C -0.3383 -0.4213 -3.1774
C 0.5595 0.7264 -2.7608
S 1.5282 0.3839 -1.2767
C 2.5333 -1.0646 -1.6442
C 1.8508 -2.4001 -1.4338
S 0.7639 -2.4255 0.0256
C -0.5898 -3.4021 -0.6864
C -1.2528 -2.7981 -1.9163
S -1.4255 -0.9835 -1.8213
H 0.2352 -1.2718 -3.5402
H -0.9811 -0.0926 -3.9942
H -0.0313 1.6005 -2.4798
H 1.2121 1.0266 -3.5818
H 3.3873 -0.9621 -0.9724
H 2.9228 -0.9642 -2.6584
H 2.6010 -3.1760 -1.2776
H 1.2634 -2.6906 -2.2993
H -1.3116 -3.4780 0.1212
H -0.2303 -4.4125 -0.8895
H -2.2560 -3.2168 -2.0015
H -0.7432 -3.0262 -2.8506
O -4.8145 -6.6826 1.4847
C -4.4827 -5.7069 0.6256
O -4.7669 -5.7766 -0.5343
C -3.7158 -4.5302 1.1641
C -2.7817 -4.6275 2.1901
C -2.0100 -3.5275 2.5367
C -2.1768 -2.3170 1.8657
S -1.1286 -0.9379 2.2395
C -3.1701 -2.2035 0.8927
C -3.9177 -3.3070 0.5277
H -4.6184 -6.4326 2.3961
H -2.6044 -5.5721 2.6909
H -1.2516 -3.6192 3.3044
H -3.3458 -1.2507 0.4071
H -4.6579 -3.2441 -0.2588
C 3.3515 1.1218 3.9295
C 2.8083 0.4387 2.6743
C 2.5525 -1.0357 2.9608
Sb 1.1076 1.4208 1.7923
C -0.0191 2.5266 3.2716
C -0.8586 1.6998 4.2366
C 0.8680 3.4995 4.0506
C 1.9743 3.0439 0.6704
C 3.2617 3.5496 1.3246
C 0.9654 4.1739 0.4654
H 4.2847 0.6368 4.2238
H 2.6564 1.0062 4.7624
H 3.5638 2.1809 3.7989
H 3.5490 0.5329 1.8719
H 1.8201 -1.1666 3.7597
H 3.4855 -1.4971 3.2909
H 2.1904 -1.5901 2.0973
H -0.6814 3.1253 2.6369
H -0.2373 1.0608 4.8671
H -1.5933 1.0754 3.7412
H -1.3944 2.3823 4.9009
H 1.5695 2.9842 4.7007
H 0.2240 4.1082 4.6897
H 1.4219 4.1856 3.4147
H 2.2377 2.6166 -0.2905
H 3.0945 3.9853 2.3069
H 3.6874 4.3355 0.6961
H 4.0186 2.7717 1.4226
H 0.6924 4.6505 1.4081
H 0.0495 3.8361 -0.0225
H 1.4022 4.9501 -0.1663
C -3.3855 4.0920 -0.7778
C -3.1511 3.2212 0.4618
C -2.1348 2.1939 0.2305
N -1.3368 1.3887 0.0494
H -4.0844 4.8842 -0.5209
H -3.8117 3.5084 -1.5913
H -2.4582 4.5510 -1.1169
H -4.0577 2.6933 0.7659
H -2.8199 3.8139 1.3171

Atomic forces in eV per Å
1.47 0.34 -1.11
0.00 0.07 -0.13
-0.05 -0.15 -0.16
-0.42 0.26 -0.12
0.15 -0.17 0.10
0.18 0.02 -0.10
-0.15 -0.33 0.26
-0.05 -0.09 0.00
-0.09 -0.07 0.00
-0.33 -0.25 0.35
0.05 0.02 0.02
-0.04 -0.04 0.03
0.02 0.02 -0.01
0.06 -0.06 0.04
-0.02 0.02 0.01
-0.03 0.00 -0.01
-0.01 0.00 -0.01
-0.04 0.03 0.00
0.11 -0.10 -0.10
0.11 0.05 -0.04
-0.01 0.05 -0.01
0.05 -0.03 0.04
0.09 0.13 -0.02
-0.06 -0.17 0.03
0.02 0.05 -0.02
0.01 0.06 -0.01
0.01 -0.04 -0.07
0.09 0.06 0.08
0.07 -0.02 0.37
-0.58 -0.41 -0.38
-0.17 0.09 -0.12
0.02 0.05 0.08
-0.05 -0.04 0.02
0.00 0.01 0.00
-0.02 0.02 0.00
0.04 0.01 0.02
-0.03 0.00 0.01
0.01 0.01 -0.01
0.17 0.08 0.15
-0.04 -0.01 -0.02
0.26 -0.52 0.67
-0.05 0.16 0.04
0.02 0.03 0.08
-0.07 0.07 -0.03
0.02 0.27 0.17
0.04 0.03 -0.13
0.02 0.01 0.00
0.00 -0.01 -0.01
0.00 0.02 0.01
-0.02 0.01 -0.03
0.01 -0.05 0.01
0.00 0.03 0.01
-0.02 -0.03 0.01
0.03 0.02 -0.03
-0.05 -0.07 -0.02
0.00 -0.02 -0.03
-0.06 0.00 -0.02
0.02 0.00 0.01
0.01 -0.02 0.02
0.00 0.00 0.00
0.02 -0.01 0.00
-0.01 0.01 -0.09
0.00 0.00 0.01
0.01 -0.01 0.00
-0.01 -0.02 0.00
-0.01 -0.01 -0.02
-0.01 -0.02 -0.03
0.03 -0.01 0.00
-0.01 0.01 0.02
0.11 -0.15 -0.07
-0.02 0.09 -0.18
-0.76 0.67 0.52
-0.01 0.00 -0.02
0.01 0.00 0.00
-0.01 0.02 0.01
-0.03 0.05 -0.01
0.02 0.02 -0.01

Calculated values
Orbital gap (spin up / spin down) ... 8.04 / 6.58 eV
Lowest unoccupied orbital energy (spin up / spin down) ... -5.58 / -7.42 eV
Multiplicity ... 2
ΔE to the lowest compared entry with this formula, charge and spin ... 18.5 kcal/mol
Charge ... +2


Record 3
Entry from the OMol25 dataset: the molecule C20H18O8 (wB97M-V/def2-TZVPD).

Element x y z (Å)
C -2.5743 -3.2370 0.1920
H -3.1760 -4.1442 0.1513
H -1.9628 -3.2492 1.1001
H -1.9213 -3.1892 -0.6834
O -3.4987 -2.1739 0.2048
C -3.0245 -0.9015 0.0565
C -1.6760 -0.5913 0.0818
C -1.2383 0.7098 -0.1563
C -2.1874 1.6893 -0.4035
C -3.5537 1.4133 -0.3717
C -3.9934 0.1050 -0.1339
O -5.3408 -0.1983 -0.1601
C -5.8710 -0.8183 0.9947
H -5.6588 -0.2254 1.8920
H -5.4786 -1.8274 1.1306
H -6.9472 -0.8627 0.8350
O -4.3282 2.5079 -0.6102
C -5.7307 2.4633 -0.4712
H -6.0262 2.2001 0.5478
H -6.1865 1.7615 -1.1722
H -6.0683 3.4760 -0.6914
H -1.9089 2.7028 -0.6387
C 0.1973 1.0253 -0.1290
C 0.6228 2.2705 0.1702
O 1.8983 2.6727 0.2268
C 2.8784 1.7522 0.0872
C 4.1833 2.2302 0.2494
C 5.1855 1.3027 0.1473
C 4.9350 -0.0528 -0.0850
C 3.6536 -0.5442 -0.2554
C 2.5936 0.4088 -0.1874
C 1.2023 -0.0154 -0.4395
O 0.9133 -1.1110 -0.8818
O 3.3192 -1.8252 -0.4514
C 4.3291 -2.8096 -0.4416
H 3.8096 -3.7544 -0.5914
H 5.0509 -2.6561 -1.2463
H 4.8586 -2.8287 0.5143
O 6.1493 -0.7248 -0.1070
C 7.1389 0.2532 0.1040
O 6.5229 1.5118 0.2702
H 7.8181 0.2878 -0.7634
H 7.7183 0.0053 1.0075
H 4.3714 3.2694 0.4496
H -0.0495 3.0843 0.4013
H -0.9489 -1.3627 0.2573

Atomic forces in eV per Å
0.17 -0.19 0.02
0.09 0.03 0.01
-0.01 0.01 -0.06
-0.01 0.01 0.04
-0.21 0.44 -0.09
0.00 0.18 0.02
-0.07 -0.24 0.10
-0.57 0.07 -0.11
0.04 -0.18 0.02
0.04 -0.14 0.11
-0.21 -0.03 0.11
0.56 0.01 -0.38
-0.15 -0.13 0.29
-0.01 0.01 -0.05
-0.07 0.12 0.00
0.01 0.00 0.07
0.28 -0.16 -0.05
-0.44 0.05 -0.07
0.00 -0.01 -0.04
0.02 0.12 0.10
0.00 -0.05 0.03
0.03 0.16 -0.05
0.40 0.37 0.12
-0.54 -0.50 -0.06
0.09 0.23 0.00
0.53 -0.77 -0.09
0.12 0.03 0.00
-0.58 -0.35 -0.07
0.05 0.17 -0.01
0.42 0.28 0.09
-0.05 0.10 0.01
0.12 0.24 0.00
-0.18 0.09 -0.03
-0.07 0.25 0.00
0.32 -0.36 0.02
0.06 0.05 0.01
-0.06 -0.01 0.04
-0.04 -0.01 -0.06
-0.42 -0.10 -0.04
1.22 -0.32 0.01
-0.44 0.33 0.04
-0.23 0.03 0.16
-0.20 0.09 -0.16
0.02 0.17 0.04
0.02 0.00 0.02
-0.01 -0.07 -0.03

Calculated values
Orbital gap ... 8.44 eV
Lowest unoccupied orbital energy ... 0.62 eV
ΔE to the lowest compared entry with this formula, charge and spin ... 21.1 kcal/mol
SMILES ... COc1cc(-c2coc3cc4c(c(OC)c3c2=O)OCO4)cc(OC)c1OC
Charge ... 0


Record 4
Entry from the OMol25 dataset: a structure of composition C42H30F10N5O4SW (wB97M-V/def2-TZVPD).

Element x y z (Å)
W -0.5579 0.1893 -0.1700
C 0.1478 2.3873 -2.6130
N 0.0286 2.4434 -1.1451
C -0.8981 3.5208 -0.7513
C -2.4013 3.2414 -0.9665
N -2.8308 1.8511 -0.6305
C -4.2247 1.5539 -0.9635
C -5.1939 2.4707 -1.3678
F -4.9931 3.7882 -1.2948
C -6.4339 2.0545 -1.8595
F -7.3102 2.9679 -2.2423
C -6.7299 0.6992 -1.9744
F -7.8862 0.3068 -2.4723
C -5.7863 -0.2383 -1.5493
F -6.0487 -1.5296 -1.6431
C -4.5617 0.1901 -1.0509
F -3.6810 -0.7426 -0.6370
C 1.3585 2.7093 -0.5758
C 2.2819 1.4975 -0.7514
N 1.5966 0.1935 -0.6590
C 2.4150 -0.8595 -0.9736
C 1.9049 -2.1743 -1.0867
F 0.5947 -2.4008 -0.7769
C 2.6254 -3.2818 -1.5008
F 1.9988 -4.4539 -1.6126
C 3.9741 -3.1700 -1.8153
F 4.6791 -4.2164 -2.2435
C 4.5506 -1.9153 -1.6632
F 5.8467 -1.7411 -1.9137
C 3.8078 -0.8134 -1.2542
F 4.5373 0.3213 -1.1361
H 0.5955 3.3122 -2.9937
H -0.8249 2.2553 -3.0860
H 0.7773 1.5445 -2.9045
H -0.6713 4.4374 -1.3185
H -0.7300 3.7393 0.3063
H -2.6579 3.3966 -2.0188
H -2.9408 3.9624 -0.3488
H 1.2574 2.9446 0.4873
H 1.8215 3.5755 -1.0675
H 3.0661 1.5743 0.0115
H 2.7634 1.5768 -1.7349
C 2.0607 1.5401 3.2629
O 1.2857 2.6578 3.6489
C 0.0180 2.7891 3.1931
C -0.7815 3.7196 3.8659
C -2.0917 3.9553 3.5039
C -2.6700 3.2317 2.4711
C -1.9082 2.3015 1.7826
C -2.4008 1.3144 0.7672
N -1.9954 0.9434 -1.3229
N -2.3542 0.5293 -2.5894
C -1.5678 -0.4789 -2.8506
O -0.6797 -0.7667 -1.9051
C -1.6477 -1.2792 -4.0615
C -2.6641 -1.0940 -5.0007
C -2.7231 -1.9071 -6.1162
C -1.7702 -2.8961 -6.3107
C -0.7617 -3.0886 -5.3798
C -0.7036 -2.2890 -4.2550
C -0.5494 2.0860 2.1122
O 0.1161 1.2181 1.3143
H 2.8935 1.5000 3.9645
H 2.4526 1.6521 2.2477
H 1.4824 0.6156 3.3162
H -0.3306 4.2562 4.6851
H -2.6718 4.6850 4.0448
H -3.7053 3.3864 2.2118
H -3.3055 0.8458 1.1807
H -3.3965 -0.3175 -4.8389
H -3.5134 -1.7786 -6.8412
H -1.8141 -3.5182 -7.1905
H -0.0276 -3.8656 -5.5301
H 0.0643 -2.4367 -3.5108
C 5.9525 -2.3013 5.0737
C 5.2868 -3.2695 5.9920
O 5.3444 -3.2925 7.1754
S 4.4336 -4.6370 5.0917
C 3.2078 -3.7540 4.1765
C 2.5420 -2.6592 4.7233
C 1.4932 -2.0758 4.0434
C 1.0950 -2.5657 2.7947
C 1.7684 -3.6679 2.2525
C 2.8088 -4.2567 2.9394
C 0.1160 -1.9008 2.0125
C -0.6620 -1.3415 1.2484
H 6.1656 -1.3732 5.5995
H 5.3765 -2.1158 4.1720
H 6.9010 -2.7553 4.7806
H 2.8326 -2.2812 5.6910
H 0.9547 -1.2518 4.4922
H 1.4586 -4.0615 1.2951
H 3.3185 -5.1179 2.5384

Atomic forces in eV per Å
1.11 0.79 0.41
-0.03 -0.12 -0.30
0.50 0.01 0.14
-0.19 -0.15 0.33
0.64 0.70 -0.38
-0.25 0.02 -0.13
-0.80 -0.56 -0.25
-0.07 -0.11 0.04
-0.07 -0.06 -0.06
0.32 -0.31 0.05
-0.03 -0.03 0.04
0.39 0.26 0.16
0.12 0.03 0.10
0.23 0.36 0.05
0.01 0.00 0.03
-0.10 -0.19 0.27
-1.02 0.13 -0.21
0.34 -0.21 0.31
-0.23 0.30 0.12
-1.47 1.10 0.68
0.28 -1.28 -0.61
-0.41 0.04 0.14
1.13 -0.29 -0.27
0.15 0.19 -0.01
0.07 0.02 0.05
-0.14 0.32 0.10
-0.12 0.18 0.12
-0.17 -0.21 0.01
-0.12 -0.10 0.00
-0.14 0.15 0.03
-0.06 -0.30 -0.01
0.00 -0.03 0.08
0.09 0.04 0.11
-0.05 0.06 0.07
-0.07 -0.15 0.06
0.03 0.00 -0.31
-0.11 -0.13 0.21
-0.05 -0.29 -0.10
-0.09 0.02 -0.31
-0.08 -0.05 0.04
-0.11 0.10 -0.22
-0.05 -0.06 0.22
0.33 -0.32 -0.13
-0.30 0.34 0.00
0.00 -0.32 -0.30
0.13 -0.10 -0.21
0.09 -0.01 -0.03
0.03 -0.22 -0.21
0.50 -0.31 0.17
0.81 0.52 0.27
-0.11 -1.52 -0.58
0.23 0.32 0.51
-0.13 0.81 0.87
-0.40 -0.30 -0.41
0.22 -0.42 -0.31
0.10 0.11 0.21
-0.04 0.04 -0.04
0.05 -0.01 0.03
-0.03 -0.03 -0.06
-0.04 0.16 0.13
-0.81 0.25 0.21
0.27 0.36 0.42
-0.08 -0.01 -0.04
-0.05 -0.03 0.10
0.06 0.07 0.00
0.08 0.05 0.11
-0.06 0.08 0.06
-0.21 -0.01 -0.01
0.60 -0.49 -0.45
-0.09 0.06 -0.02
-0.04 0.06 -0.02
-0.03 -0.08 -0.09
0.06 -0.05 0.01
0.09 -0.03 0.04
0.29 0.41 0.13
-0.36 -0.25 -0.57
0.15 0.07 0.36
-0.14 -0.27 0.04
0.11 -0.06 0.17
-0.06 0.01 -0.08
-0.09 0.10 -0.02
0.30 -0.08 0.00
-0.13 -0.05 0.02
0.04 0.01 0.11
-0.46 0.06 -0.13
-0.22 0.92 -0.90
0.00 0.04 0.02
-0.05 -0.03 -0.02
0.01 -0.01 -0.06
-0.05 0.02 0.15
0.02 0.04 -0.03
-0.02 -0.01 -0.07
0.05 -0.09 -0.15

Calculated values
Orbital gap ... 5.50 eV
Lowest unoccupied orbital energy ... -4.86 eV
ΔE to the lowest compared entry with this formula, charge and spin ... 0.0 kcal/mol
Charge ... +1